Computed, not measured: a single C5H10O2 molecule, with wB97M-V/def2-TZVPD.

```
! wB97M-V def2-TZVPD RIJCOSX def2/J DEFGRID3
* xyz 0 1
C -2.01 -0.47 0.20
C -0.62 0.06 0.48
C 0.57 -0.92 0.40
O 0.57 -1.65 -0.81
C 1.48 0.32 0.36
C 0.29 1.12 -0.23
O 0.29 1.10 -1.64
H -2.78 0.21 0.56
H -2.10 -1.40 0.79
H -2.20 -0.73 -0.84
H -0.63 0.43 1.51
H 0.66 -1.62 1.23
H 1.31 -1.35 -1.35
H 1.73 0.64 1.38
H 2.40 0.27 -0.24
H 0.18 2.16 0.12
H 0.86 1.82 -1.94
*
```

The energy above the lowest of the compared OMol25 structures with the same formula, charge and spin is 51.4 kcal per mole. The HOMO-LUMO gap is 10.3 eV. Its total energy is -9440.813 eV. Its SMILES is C[C@@H]1[C@H](O)C[C@@H]1O.

Okay, here come the Löwdin numbers, in e, for every atom: C -0.05; C -0.26; C -0.35; O -0.02; C -0.07; C -0.31; O -0.02; H 0.07; H 0.08; H 0.08; H 0.14; H 0.14; H 0.09; H 0.12; H 0.12; H 0.14; H 0.10